Record 1
This record from the OMol25 dataset describes a gas-phase ion, C5H13N2O (charge +1) in a non-equilibrium geometry. The level of theory is ωB97M-V/def2-TZVPD.

```
21
Properties=species:S:1:pos:R:3:forces:R:3
C -1.96003 -0.56934 1.13396 -2.81 -1.71 2.32
C -1.58664 0.65107 0.88262 2.53 -0.07 -0.71
N -2.06068 1.80765 1.38159 -1.00 2.21 1.05
C -0.41364 0.79513 -0.12918 -0.56 3.21 -0.63
C 0.83763 -0.09093 -0.19773 -1.25 0.48 0.30
N 0.47021 -1.51488 0.13916 2.32 -0.41 -0.67
C 1.43713 -0.17787 -1.57428 2.94 1.77 -0.28
O 2.81111 -0.60290 -1.27894 0.23 -0.49 -2.38
H -1.61349 -1.46341 0.71083 0.17 -0.53 -0.68
H -2.81769 -0.78369 1.78779 0.34 0.33 -0.22
H -2.00344 2.58058 0.72736 0.06 0.02 0.50
H -2.68749 2.01864 2.21576 1.15 -1.26 -1.85
H -1.00572 0.90716 -1.09134 1.30 -0.36 0.52
H 0.09990 1.80489 0.05763 -1.14 -1.05 -0.42
H 1.63596 0.30246 0.52149 -1.18 -0.97 -0.85
H 0.00152 -1.51261 1.06597 0.23 -0.53 -0.58
H 1.41084 -1.98309 0.10070 -1.01 -0.05 0.52
H -0.07659 -1.91714 -0.66142 0.15 0.36 1.31
H 1.00104 -0.87083 -2.25946 -0.85 -0.66 -0.25
H 1.49886 0.80189 -2.12415 -0.39 -0.67 0.83
H 3.31405 -0.75946 -2.15738 -1.23 0.38 2.16
```
Forces are in eV/Å.

Computed properties:
HOMO energy: -0.451 Eh
total charge: +1
HOMO-LUMO gap: 0.337 Eh
LUMO level: -3.1 eV
energy relative to the best compared isomer or geometry (same formula, charge and spin): 2.941 eV
SMILES string: C=C(N)C[C@@H]([NH3+])CO

natural (NBO) atomic charge list, values in e, 5 entries:
1 C -0.56
2 C 0.23
3 N -0.82
4 C -0.49
5 C -0.07


Record 2
This record from the OMol25 dataset describes C4H5NO2 in the gas phase in a non-equilibrium geometry. The level of theory is ωB97M-V/def2-TZVPD.

```
12
Properties=species:S:1:pos:R:3:forces:R:3
C 2.60264 0.38908 -0.08152 -1.59 -1.70 -0.64
C 1.69020 -0.64631 -0.03959 1.43 0.19 1.27
C 0.22609 -0.32135 0.28996 0.78 -6.44 -2.49
N 0.03809 0.84736 0.27563 -4.25 8.36 -0.57
O -1.39637 1.12621 -0.25652 1.29 -3.20 1.34
C -2.01372 -0.27307 -0.01320 4.01 3.69 4.12
O -0.88643 -1.11949 -0.08303 1.04 -0.21 0.48
H 3.57626 0.06296 -0.42714 0.23 0.35 0.34
H 2.38737 1.47904 0.03741 0.06 -1.36 -0.05
H 2.08692 -1.71534 -0.13651 -1.02 1.67 0.06
H -2.38219 -0.13559 1.06569 0.22 -0.78 -1.47
H -2.70380 -0.56650 -0.68628 -2.20 -0.57 -2.38
```
Forces are in eV/Å.

Computed properties:
HOMO energy: -0.349 Eh
HOMO-LUMO gap: 0.367 Eh
LUMO level: 0.5 eV
energy relative to the best compared isomer or geometry (same formula, charge and spin): 4.925 eV
SMILES string: C=CC1=NOCO1

natural (NBO) atomic charge list, values in e, 5 entries:
1 C -0.33
2 C -0.26
3 C 0.43
4 N -0.15
5 O -0.41


Record 3
This record from the OMol25 dataset describes a molecular structure, C28H43Br2F3N4O2S in a non-equilibrium geometry. The level of theory is ωB97M-V/def2-TZVPD.

```
83
Properties=species:S:1:pos:R:3:forces:R:3
F -0.19437 -0.37509 3.66729 0.59 0.18 -0.83
C 0.63681 -0.08094 2.62440 -0.66 0.24 0.62
F -0.12476 -0.18289 1.48952 0.84 0.46 0.87
Br 2.03419 -1.43728 2.57018 -0.15 0.41 -0.08
C 1.19927 1.40343 2.83290 -0.33 -0.79 -0.60
F 0.08008 2.17914 3.06518 0.73 -0.37 -0.47
Br 2.24986 1.39805 4.48388 -0.25 0.18 -0.30
C 2.01853 1.84242 1.59012 -0.27 0.39 -0.31
C 2.22667 3.39000 1.46590 0.12 -0.34 1.15
C 3.40523 3.88821 2.33915 0.03 1.54 0.45
C 4.62582 3.10788 2.57377 0.60 1.14 0.82
C 5.66496 3.56611 3.40092 -1.09 -0.05 -0.45
C 5.52300 4.85273 4.04677 -1.22 1.10 -0.04
N 6.33981 5.51166 4.90575 -1.12 0.43 -0.70
S 5.61379 6.94841 5.22162 -0.10 -0.52 -0.13
N 4.20505 6.87462 4.36937 2.36 -1.84 0.31
C 4.31073 5.65373 3.77675 -1.18 -0.02 -0.75
C 3.25049 5.17016 2.92109 1.03 -2.30 -0.61
H 1.48424 1.51547 0.67442 0.10 -0.02 0.61
H 2.97127 1.27698 1.63308 -0.59 0.40 -0.12
H 2.28970 3.72712 0.41033 0.22 -0.47 0.56
H 1.31694 3.88054 1.87900 0.51 -0.31 -0.42
H 4.76518 2.12472 2.10384 -0.18 0.54 0.20
H 6.55645 2.94959 3.58074 -0.47 0.38 -0.12
H 2.33311 5.73860 2.70439 0.66 -0.13 0.37
C -1.26660 0.75331 -2.45654 0.08 -0.22 -0.25
C -1.42080 2.28372 -2.25834 -0.68 -2.03 0.51
C -2.60719 2.80716 -3.08312 0.03 0.44 -0.37
C -2.32237 2.93403 -4.57667 0.07 -0.05 0.02
C -1.03641 3.72084 -4.81637 -0.50 0.05 0.20
C 0.16205 3.14224 -4.05435 1.08 -0.90 -1.58
N -0.13151 2.95527 -2.60375 -1.51 2.75 0.09
O -0.12040 4.13824 -2.03095 0.66 -0.81 0.14
C 0.57609 1.80391 -4.70041 -0.19 -0.33 0.04
C 1.38002 4.04863 -4.27822 -0.02 0.41 0.58
C -1.77989 2.44136 -0.77551 0.34 0.71 0.23
H -0.22675 0.43932 -2.34678 -0.01 0.08 -0.06
H -1.83107 0.19190 -1.71065 -0.09 0.20 0.01
H -1.62946 0.41266 -3.42676 0.11 0.02 -0.02
H -2.90319 3.79362 -2.70989 0.16 -0.01 0.09
H -3.47311 2.15617 -2.93615 0.15 -0.09 0.18
H -2.26136 1.94575 -5.04203 0.04 0.01 0.02
H -3.15581 3.44548 -5.06390 0.00 -0.04 0.02
H -0.82091 3.73857 -5.88791 0.21 -0.05 0.08
H -1.20158 4.76239 -4.52186 0.12 -0.04 0.15
H 1.38262 1.33155 -4.13495 -0.05 0.04 0.02
H 0.94181 1.96725 -5.71573 0.00 0.19 0.08
H -0.23801 1.08934 -4.79460 0.01 0.00 0.11
H 1.20069 5.07809 -3.96830 -0.05 -0.10 0.15
H 1.64098 4.08192 -5.33702 -0.17 -0.20 0.00
H 2.25101 3.67436 -3.73499 -0.06 0.01 0.03
H -0.96479 2.10551 -0.12930 0.00 0.01 -0.04
H -2.66267 1.85048 -0.52692 0.08 -0.14 -0.27
H -2.02432 3.47116 -0.51294 0.22 0.02 -0.07
C -0.20576 -3.71966 0.86602 0.19 -0.18 -0.09
C -1.70786 -3.93176 1.19658 1.80 1.19 0.20
C -1.86046 -4.52493 2.60625 -0.28 -0.48 0.12
C -1.53157 -6.01218 2.69751 0.03 0.02 -0.07
C -2.29228 -6.79952 1.63409 -0.07 0.29 0.44
C -2.06916 -6.25158 0.21927 1.27 -1.46 -0.80
N -2.32688 -4.78477 0.13779 -2.53 -0.32 1.84
O -3.62700 -4.59923 0.17192 0.67 0.16 -0.75
C -0.62881 -6.57463 -0.22901 0.32 0.17 0.12
C -2.94375 -7.04057 -0.76435 -0.56 0.41 -0.06
C -2.29931 -2.51669 1.22518 -0.73 -0.15 -0.28
H -0.01797 -3.80702 -0.20609 -0.07 -0.09 0.03
H 0.14152 -2.72485 1.14829 -0.34 -0.17 0.04
H 0.44518 -4.42175 1.38936 -0.01 -0.04 -0.08
H -2.89058 -4.38406 2.95113 -0.03 0.05 -0.17
H -1.22865 -3.97309 3.30798 0.02 0.15 -0.19
H -0.45393 -6.17468 2.59954 -0.02 0.01 -0.05
H -1.80366 -6.38509 3.68785 0.03 0.03 -0.01
H -1.98786 -7.84865 1.67778 0.01 0.03 -0.23
H -3.35909 -6.78166 1.87987 -0.02 0.12 -0.16
H -0.41700 -6.13369 -1.20567 -0.04 0.03 0.05
H -0.49059 -7.65353 -0.32117 -0.21 0.02 0.01
H 0.13533 -6.24074 0.46883 -0.04 0.10 -0.04
H -4.00284 -7.00128 -0.51000 0.05 0.18 0.00
H -2.66122 -8.09454 -0.76501 0.20 0.10 0.13
H -2.82224 -6.66530 -1.78305 -0.02 0.04 0.05
H -2.24177 -2.04258 0.24221 0.00 -0.05 0.01
H -1.75146 -1.89261 1.92887 0.15 -0.23 -0.01
H -3.33945 -2.50702 1.55260 -0.01 -0.13 -0.19
```
Forces are in eV/Å.

Computed properties:
HOMO energy (spin up / spin down): -0.319 / -0.327 Eh
HOMO-LUMO gap (spin up / spin down): 0.293 / 0.301 Eh
LUMO level (spin up / spin down): -0.7 / -0.7 eV
spin multiplicity: 3
<S²>: 2.0084

Löwdin atomic charge list, values in e, 5 entries:
1 F 0.01
2 C -0.87
3 F 0.02
4 Br 0.83
5 C -0.77


Record 4
This record from the OMol25 dataset describes 2 unconnected molecules or ions with the total composition C5H10O. The level of theory is ωB97M-V/def2-TZVPD.

```
16
Properties=species:S:1:pos:R:3:forces:R:3
O 0.83219 0.80602 1.69454 -0.08 0.24 0.22
C 0.90399 0.98379 0.28861 0.05 0.03 -0.38
C -0.49332 1.24344 -0.32037 -0.01 0.03 0.02
C -0.93749 -0.12258 -0.76927 0.08 -0.13 -0.02
C 0.05859 -1.00418 -0.73467 -0.11 0.11 -0.10
C 1.35196 -0.37008 -0.28679 0.06 0.04 -0.02
H 0.46094 1.61155 2.07481 0.06 -0.14 0.02
H 1.61238 1.78664 0.03976 -0.10 -0.11 0.10
H -1.17814 1.67161 0.42386 0.14 0.01 -0.08
H -0.45339 1.94746 -1.16357 0.04 -0.10 0.12
H -1.96122 -0.31860 -1.07713 0.20 -0.09 0.03
H -0.01433 -2.04711 -1.03000 -0.02 0.16 0.05
H 1.89474 -0.92796 0.48746 -0.16 0.04 -0.19
H 2.02923 -0.24535 -1.14292 -0.06 0.01 0.15
H -2.40511 -2.62133 0.72421 0.01 -0.06 0.05
H -1.70103 -2.39332 0.79148 -0.11 -0.02 0.02
```
Forces are in eV/Å.

Computed properties:
HOMO energy: -0.339 Eh
HOMO-LUMO gap: 0.377 Eh
LUMO level: 1.0 eV
energy relative to the best compared isomer or geometry (same formula, charge and spin): 1.678 eV
SMILES string: OC1CC=CC1.[H][H]

natural (NBO) atomic charge list, values in e, 5 entries:
1 O -0.72
2 C 0.11
3 C -0.47
4 C -0.19
5 C -0.19


Record 5
This record from the OMol25 dataset describes a molecular structure, C5H10O3Sn in a non-equilibrium geometry. The level of theory is ωB97M-V/def2-TZVPD.

```
19
Properties=species:S:1:pos:R:3:forces:R:3
C 1.59795 2.43276 0.33088 1.20 -0.14 0.29
O 0.26681 2.40164 -0.10909 -1.21 0.17 -0.53
C 0.00467 1.64451 -1.27884 1.13 1.04 -1.53
H 1.57744 2.64286 1.40793 0.10 0.14 -0.43
H 2.14166 1.48664 0.17116 -0.42 0.12 0.02
H 2.15957 3.21930 -0.21048 0.04 -0.12 0.33
H -1.07681 1.56880 -1.46962 0.58 -0.85 0.45
H 0.76686 0.88611 -1.54115 -1.17 -0.15 0.54
Sn 0.44774 3.47353 -2.45666 -0.12 0.11 0.52
O -0.29492 -4.34398 1.29100 -0.29 0.79 -0.20
C -0.84273 -3.28239 1.12556 0.06 -0.66 0.43
C -0.70634 -2.48224 -0.15446 0.48 -0.48 -0.45
O -1.43731 -1.28200 -0.11734 0.03 0.86 0.16
C -0.82963 -0.21083 0.47562 -0.54 -0.91 0.80
H -1.51429 -2.84223 1.89912 0.15 -0.04 -0.16
H -1.10717 -3.09213 -0.97850 0.11 0.20 0.25
H 0.36351 -2.30440 -0.35850 -0.27 -0.04 0.07
H -1.55200 0.51219 0.85981 0.21 -0.08 -0.29
H 0.03500 -0.42814 1.11355 -0.09 0.04 -0.28
```
Forces are in eV/Å.

Computed properties:
HOMO energy (spin up / spin down): -0.394 / -0.457 Eh
total charge: +1
HOMO-LUMO gap (spin up / spin down): 0.164 / 0.227 Eh
LUMO level (spin up / spin down): -6.3 / -6.3 eV
energy relative to the best compared isomer or geometry (same formula, charge and spin): 1.409 eV
spin multiplicity: 2
<S²>: 0.7582

natural (NBO) atomic charge list, values in e, 5 entries:
1 C -0.27
2 O -0.56
3 C -0.58
4 H 0.24
5 H 0.20


Record 6
This record from the OMol25 dataset describes C6H10N2 in the gas phase in a non-equilibrium geometry. The level of theory is ωB97M-V/def2-TZVPD.

```
18
Properties=species:S:1:pos:R:3:forces:R:3
C -2.13721 0.79009 -0.52792 -4.15 1.24 -1.55
C -1.20029 0.49340 0.38527 3.87 -1.23 -2.09
C -0.21508 -0.61957 0.24945 0.28 -3.43 2.96
C -0.09798 -1.52300 1.44465 -0.10 -0.75 0.22
N 1.06605 -0.25622 -0.39752 -2.96 0.63 -1.53
C 0.95784 -0.25328 -1.85140 0.42 -0.22 -1.28
C 0.24158 0.76508 0.21841 2.90 3.23 3.41
N 0.92268 1.41353 1.31765 0.09 0.28 -0.28
H -1.95509 0.71125 -1.59327 0.01 -0.15 0.03
H -3.11245 1.13512 -0.20191 -0.06 0.11 -0.29
H -0.84511 -2.32034 1.36881 0.10 0.04 0.12
H -0.26565 -0.99752 2.39174 -0.03 0.08 -0.19
H 0.88611 -2.00244 1.49507 -0.15 0.15 -0.13
H 1.72057 -0.92443 -2.26018 -0.05 0.03 0.08
H 1.15196 0.74455 -2.26019 0.00 -0.12 0.11
H -0.00779 -0.60741 -2.23020 0.11 0.13 0.18
H 1.87303 1.04594 1.33730 -0.15 0.05 0.07
H 1.01682 2.40526 1.11426 -0.15 -0.08 0.17
```
Forces are in eV/Å.

Computed properties:
HOMO energy (spin up / spin down): -0.296 / -0.284 Eh
HOMO-LUMO gap (spin up / spin down): 0.301 / 0.258 Eh
LUMO level (spin up / spin down): 0.1 / -0.7 eV
energy relative to the best compared isomer or geometry (same formula, charge and spin): 8.258 eV
SMILES string: C=C1[C@@]2(C)N(C)[C@@]12N

natural (NBO) atomic charge list, values in e, 5 entries:
1 C -0.36
2 C 0.05
3 C 0.03
4 C -0.64
5 N -0.36